[1]
Molecular formula: C7H12O
Method: DFT, the ωB97M-V functional and the def2-TZVPD basis

Each line ends with the Löwdin charge.
Geometry (Å):
O 1.0355 -1.2781 2.7902  0.058
C 0.5017 -1.0415 1.7429  -0.272
C -0.8641 -0.3840 1.6145  -0.139
C -0.8091 0.8235 0.6542  -0.172
C -0.4350 0.5617 -0.7935  -0.319
C 0.8361 0.6546 -1.1627  -0.140
C 1.3547 0.4119 -2.5512  -0.093
C -1.5228 0.1640 -1.7398  -0.053
H 0.9202 -1.2968 0.7487  0.119
H -1.5549 -1.1611 1.2894  0.120
H -1.1185 0.0268 2.5883  0.113
H -0.0900 1.5445 1.0436  0.114
H -1.7754 1.3354 0.6959  0.111
H 1.5903 0.9598 -0.4420  0.109
H 2.2601 0.9845 -2.7462  0.068
H 1.6347 -0.6298 -2.7071  0.078
H 0.6451 0.6989 -3.3299  0.065
H -2.5378 0.4355 -1.4527  0.078
H -1.3497 0.6169 -2.7173  0.069
H -1.5262 -0.9050 -1.9499  0.087

Results
E_LUMO: 0.033 Ha
ΔE to the lowest compared entry with this formula, charge and spin: 0.6622 eV

---

[2]
Molecular formula: C25H27F3GaO12
Method: DFT, the ωB97M-V functional and the def2-TZVPD basis

Each line ends with the Löwdin charge.
Geometry (Å):
C 0.2942 -0.0734 -0.4964  -0.082
C -0.2907 -1.4095 -0.0352  -0.502
C -1.4123 -1.1999 0.9572  -0.102
C -0.7909 -2.2920 -1.1868  -0.193
Ga -0.3220 -4.2030 -0.7605  0.351
F -0.7650 -4.4819 0.9886  -0.303
F -1.2367 -5.3908 -1.7682  -0.333
C 1.6592 -4.5552 -0.8494  -0.214
C 2.0945 -5.5684 0.2092  -0.285
C 2.4120 -4.9081 1.4974  -0.242
F 3.4474 -3.9868 1.3291  -0.078
H 0.0129 0.7091 0.1883  0.050
H -0.0305 0.1834 -1.4866  0.059
H 1.3702 -0.1058 -0.4715  0.065
H 0.4860 -1.9508 0.4872  0.099
H -2.2553 -0.7829 0.4267  0.075
H -1.1074 -0.5205 1.7351  0.058
H -1.7139 -2.1463 1.3768  0.065
H -0.3870 -2.0024 -2.1444  0.033
H -1.8629 -2.1960 -1.2651  0.040
H 1.8567 -4.9832 -1.8188  0.036
H 2.2282 -3.6448 -0.7520  0.035
H 2.9759 -6.1027 -0.1264  0.097
H 1.2891 -6.2611 0.3897  0.098
H 2.7443 -5.6234 2.2380  0.104
H 1.5467 -4.3973 1.8884  0.100
C 4.7319 0.9356 -3.8588  0.070
C 3.5541 0.2845 -3.7888  -0.237
C 2.2885 0.8716 -4.3859  -0.318
O 1.2691 0.2201 -4.3154  0.118
C 2.3596 2.1768 -5.0171  0.065
C 3.5368 2.8100 -5.0818  -0.245
C 4.8008 2.2189 -4.5097  -0.322
O 5.8181 2.8831 -4.6405  0.086
O 3.7149 3.9945 -5.6439  0.108
O 3.4205 -0.8806 -3.2136  0.141
H 5.6415 0.5299 -3.4404  0.134
H 1.4480 2.5894 -5.4257  0.136
H 4.6681 4.1927 -5.5423  0.115
H 2.4797 -1.1575 -3.2565  0.137
C -3.9695 -1.7555 4.5052  0.084
C -5.1559 -2.3207 4.7661  -0.240
C -6.4619 -1.6121 4.5041  -0.317
O -7.4853 -2.2189 4.7690  0.093
C -6.4276 -0.2682 3.9652  0.068
C -5.2413 0.2989 3.7030  -0.239
C -3.9338 -0.4144 3.9547  -0.307
O -2.9190 0.1920 3.6756  0.107
O -5.0943 1.5123 3.2097  0.117
O -5.3012 -3.5335 5.2694  0.117
H -3.0292 -2.2585 4.6801  0.141
H -7.3678 0.2341 3.7884  0.131
H -4.1286 1.6441 3.1071  0.122
H -6.2642 -3.6863 5.3385  0.117
C 0.0618 5.5738 -0.9800  0.069
C 0.6144 4.3519 -1.0702  -0.228
C 1.3576 3.7227 0.0937  -0.303
O 1.8067 2.6092 -0.0726  0.111
C 1.4863 4.4816 1.3256  0.078
C 0.9305 5.6964 1.4041  -0.245
C 0.1719 6.3127 0.2565  -0.320
O -0.3004 7.4216 0.4448  0.091
O 0.9863 6.4685 2.4765  0.109
O 0.5920 3.6343 -2.1749  0.120
H -0.4629 6.0374 -1.8028  0.133
H 2.0259 4.0306 2.1461  0.136
H 0.4938 7.2819 2.2463  0.116
H 1.0414 2.7884 -1.9589  0.117

Results
E_LUMO: 0.004 Ha
Charge: -1

---

[3]
Molecular formula: C3H3FO2
Method: DFT, the ωB97M-V functional and the def2-TZVPD basis

Each line ends with the Löwdin charge.
Geometry (Å):
C -0.6867 -0.1518 -0.2186  -0.220
C 0.7854 -0.0272 -0.6038  -0.096
C -0.2690 0.2217 1.1826  -0.357
H -1.1116 -1.1863 -0.3367  0.178
H 1.3057 -0.8969 -0.9802  0.118
H 1.0262 0.8561 -1.2770  0.150
O 1.0785 0.1667 0.7765  0.031
O -0.6041 0.3154 2.3262  0.165
F -1.5244 0.7023 -0.8689  0.030

Results
E_LUMO: 0.021 Ha
ΔE to the lowest compared entry with this formula, charge and spin: 0.6651 eV

---

[4]
Molecular formula: C3H11N2O
Method: DFT, the ωB97M-V functional and the def2-TZVPD basis

Each line ends with the Löwdin charge.
Geometry (Å):
C -1.6910 -1.6255 1.4305  0.064
C -0.9030 -0.3916 0.9564  -0.234
C -0.0473 -0.4788 -0.1160  0.108
N 0.9988 0.4668 -0.4928  0.231
N -0.8259 0.6459 1.8060  0.272
H -1.2076 -2.1116 2.2694  0.126
H -1.7323 -2.2006 0.4948  0.106
H -2.6985 -1.2121 1.5190  0.121
H -0.1637 -1.3157 -0.7958  0.165
H 0.7886 1.4009 -0.1071  0.177
H 1.2684 0.7616 -1.4821  0.125
H 1.8668 0.1945 -0.0021  0.209
H -0.8711 1.6033 1.4370  0.167
H -1.3109 0.7272 2.7046  0.179
H 1.7709 0.5606 -3.5794  0.105
H 2.6040 1.8741 -3.1800  0.086
O 2.1537 1.1011 -2.8623  -0.008

Results
2S+1: 2
E_LUMO (alpha / beta): -0.311 / -0.456 Ha
Expectation value of S²: 0.7672
ΔE to the lowest compared entry with this formula, charge and spin: 0.7599 eV
Charge: +2

---

[5]
Molecular formula: ClHNO2P
Method: DFT, the ωB97M-V functional and the def2-TZVPD basis

Each line ends with the Löwdin charge.
Geometry (Å):
N -1.2885 1.2488 0.0114  -0.663
O -0.3752 2.2259 -0.0480  -0.117
O -2.3805 1.4425 0.3756  0.025
P -0.4446 -0.2852 -0.4384  0.689
Cl -2.2525 -1.3383 -0.2345  0.149
H -0.1935 -0.3505 0.9188  -0.084

Results
E_LUMO: -0.020 Ha
ΔE to the lowest compared entry with this formula, charge and spin: 1.0928 eV

---

[6]
Molecular formula: C2H9NS
Method: DFT, the ωB97M-V functional and the def2-TZVPD basis

Each line ends with the Löwdin charge.
Geometry (Å):
S 2.0227 0.8938 2.7033  0.507
H 2.1023 -0.0567 1.7123  -0.197
C -1.3262 0.5855 -0.8400  -0.131
C -0.5586 -0.4855 -0.1004  -0.375
N 0.5432 -0.9703 -0.9304  -0.048
H -2.2814 0.9141 -0.3195  0.089
H -0.5985 1.3648 -1.0627  0.070
H -1.8284 0.3208 -1.7730  0.060
H -0.0124 -0.0703 0.7325  0.044
H -1.2532 -1.3912 0.2043  0.132
H 0.1279 -1.3684 -1.8163  0.089
H 1.1012 -1.6852 -0.5182  0.041
H 1.9615 1.9486 2.0081  -0.280

Results
E_LUMO: 0.034 Ha
ΔE to the lowest compared entry with this formula, charge and spin: 0.8413 eV

---

[7]
Molecular formula: C24H26N2O3S2
Method: DFT, the ωB97M-V functional and the def2-TZVPD basis

Each line ends with the Löwdin charge.
Geometry (Å):
C 1.5229 3.3833 -0.5446  -0.047
C 2.3926 2.1890 -0.3043  -0.273
C 2.1011 1.2710 0.6965  -0.042
C 2.9326 0.1926 0.9310  -0.049
C 4.0869 0.0100 0.1784  -0.323
C 4.3698 0.9164 -0.8370  -0.050
C 3.5322 1.9896 -1.0735  -0.032
H 3.7701 2.6881 -1.8626  0.116
H 5.2642 0.7946 -1.4333  0.114
C 4.9890 -1.1489 0.4389  -0.422
H 5.9396 -1.0528 -0.0858  0.080
H 5.1737 -1.2833 1.5044  0.077
S 4.2368 -2.7450 -0.0758  0.864
C 3.9788 -2.4376 -1.8644  -0.428
C 2.5502 -2.7893 -2.2595  -0.241
N 1.5931 -2.0199 -1.5061  0.055
C 0.7951 -1.0885 -2.0778  -0.445
O 0.7867 -0.8799 -3.2768  0.065
C -0.0990 -0.3525 -1.1371  -0.131
C -0.4853 -0.8466 0.1057  -0.020
C -1.3296 -0.1116 0.9141  -0.024
C -1.8112 1.1283 0.4984  -0.299
C -1.4377 1.6180 -0.7489  -0.009
C -0.5967 0.8777 -1.5551  -0.004
H -0.3142 1.2348 -2.5339  0.125
H -1.8234 2.5633 -1.0957  0.120
N -2.6858 1.8114 1.3713  -0.213
S -4.3163 1.3698 1.1027  0.697
O -5.0728 1.9393 2.1762  -0.281
O -4.6826 1.7178 -0.2408  -0.271
C -4.2786 -0.4088 1.2675  -0.293
C -4.1238 -1.1905 0.1391  -0.060
C -4.0672 -2.5674 0.2788  -0.059
C -4.1703 -3.1381 1.5382  -0.069
C -4.3372 -2.3417 2.6611  -0.065
C -4.3906 -0.9639 2.5271  -0.058
H -4.5251 -0.3091 3.3733  0.117
H -4.4256 -2.7935 3.6375  0.107
H -4.1260 -4.2118 1.6451  0.106
H -3.9429 -3.1923 -0.5922  0.110
H -4.0558 -0.7111 -0.8244  0.122
C -2.5879 3.2587 1.4229  -0.087
H -2.9273 3.7401 0.5008  0.088
H -1.5562 3.5390 1.6309  0.095
H -3.2295 3.5841 2.2393  0.085
H -1.6196 -0.4864 1.8837  0.122
H -0.1505 -1.8148 0.4472  0.117
H 1.6999 -2.0507 -0.5036  0.083
H 2.3726 -3.8570 -2.0889  0.117
H 2.3865 -2.5593 -3.3157  0.122
H 4.6925 -3.0451 -2.4198  0.073
H 4.1692 -1.3802 -2.0387  0.069
H 2.6939 -0.5142 1.7135  0.117
H 1.2150 1.4020 1.3005  0.109
H 0.6298 3.3432 0.0728  0.057
H 2.0694 4.2970 -0.3107  0.085
H 1.2245 3.4327 -1.5900  0.083

Results
E_LUMO: 0.014 Ha
ΔE to the lowest compared entry with this formula, charge and spin: 0.3863 eV

---

[8]
Molecular formula: C38H31Cl2GeN4O5SSeSn
Method: DFT, the ωB97M-V functional and the def2-TZVPD basis

Each line ends with the Löwdin charge.
Geometry (Å):
Sn -16.8955 -6.6640 9.5610  1.278
Cl -19.7494 -4.0038 10.9739  0.766
C -20.5766 -4.5511 12.3781  -0.636
C -21.5710 -3.7451 12.8848  -0.087
C -22.3389 -4.1905 14.0209  -0.041
C -22.0200 -5.4157 14.5554  -0.129
C -21.0334 -6.2353 14.0415  -0.680
Cl -20.7633 -7.7722 14.7307  0.729
C -20.2433 -5.8091 12.9478  -0.352
S -18.7504 -6.7580 12.5906  0.841
H -21.8054 -2.8094 12.4231  0.096
H -23.1129 -3.5850 14.4097  0.095
H -22.6054 -5.7582 15.4553  0.127
O -17.9737 -8.1813 8.6648  -0.248
C -17.7896 -9.0928 7.7686  -0.360
C -18.8582 -9.5201 6.9644  0.002
C -18.6711 -10.5285 6.0326  -0.072
C -17.3983 -11.0392 5.7450  -0.112
C -16.3500 -10.6640 6.5004  -0.064
C -16.5369 -9.6949 7.4966  -0.078
C -15.3782 -9.3541 8.3492  -0.282
N -15.2340 -8.3385 9.1527  0.005
C -14.0303 -8.5489 9.8237  -0.115
C -13.4676 -9.6899 9.3795  -0.075
N -14.3093 -10.1764 8.4065  0.112
H -19.7855 -9.0140 7.0419  0.104
H -19.4911 -10.8191 5.3997  0.098
H -17.3371 -11.7827 4.9519  0.103
H -15.3577 -11.0309 6.3262  0.100
H -13.7358 -7.8225 10.5489  0.087
H -12.6224 -10.2546 9.7716  0.120
H -14.2420 -11.1050 8.0234  0.150
N -16.2153 -3.1180 12.6396  0.144
C -14.9252 -3.3134 12.2482  -0.424
C -13.8427 -2.8015 13.0293  -0.020
C -12.5607 -3.2661 12.7383  -0.063
C -12.3813 -4.1731 11.6510  -0.083
C -13.4798 -4.5007 10.8986  -0.187
N -14.7083 -4.1209 11.2039  0.076
H -16.4082 -2.8404 13.5779  0.100
H -16.8511 -3.7544 12.2038  0.045
H -14.0296 -2.1743 13.9080  0.108
H -11.7157 -3.0577 13.3792  0.100
H -11.3840 -4.5472 11.4685  0.093
H -13.3292 -5.0938 9.9866  0.108
O -15.5391 -7.5893 14.2202  -0.509
Se -15.6327 -6.5048 13.0914  1.169
O -15.8507 -7.2468 11.6112  -0.722
O -18.7213 -6.8737 11.0709  -0.638
O -17.6721 -5.7114 13.0471  -0.657
C -18.7310 -0.2685 8.9065  -0.079
C -19.4117 -0.8974 7.8709  -0.096
C -19.0492 -2.1400 7.3494  -0.101
C -17.9582 -2.8185 7.9273  -0.326
C -17.2511 -2.1758 8.9514  -0.154
C -17.5834 -0.9159 9.3869  -0.092
Ge -17.5053 -4.6304 7.4287  0.969
C -18.7342 -5.4049 6.1496  -0.340
C -18.3670 -6.1312 5.0173  -0.089
C -19.3371 -6.9253 4.3112  -0.056
C -20.6877 -6.8632 4.7260  -0.104
C -21.0266 -6.0788 5.8063  -0.087
C -20.0723 -5.2896 6.4692  -0.130
C -15.6280 -4.7595 6.8413  -0.330
C -14.6591 -3.7783 7.0782  -0.111
C -13.3042 -4.0434 6.9884  -0.085
C -12.8773 -5.3234 6.5998  -0.097
C -13.8073 -6.2484 6.2023  -0.095
C -15.1609 -5.9598 6.3106  -0.149
H -19.0679 0.6698 9.3632  0.106
H -20.2800 -0.4057 7.4498  0.098
H -19.5333 -2.5985 6.4934  0.092
H -16.5088 -2.6764 9.5194  0.069
H -17.0096 -0.5093 10.2241  0.106
H -17.3446 -6.0645 4.7051  0.076
H -19.0331 -7.4375 3.3738  0.108
H -21.4246 -7.4847 4.2565  0.093
H -22.0667 -6.0397 6.1273  0.104
H -20.3369 -4.7353 7.3460  0.085
H -14.9611 -2.7894 7.4335  0.097
H -12.5663 -3.3018 7.2559  0.101
H -11.8483 -5.5900 6.6297  0.091
H -13.4803 -7.2884 6.0039  0.116
H -15.8600 -6.7691 6.1442  0.083

Results
2S+1: 2
E_LUMO (alpha / beta): -0.011 / -0.030 Ha
Expectation value of S²: 0.7612
ΔE to the lowest compared entry with this formula, charge and spin: 0.0000 eV

---

Number 1: maximum force 0.0216 hartree/bohr, E_tot -349.12431 hartree. Number 2: maximum force 0.0201 hartree/bohr, E_tot -4096.23047 hartree. Number 3: maximum force 0.0562 hartree/bohr, E_tot -366.42365 hartree. Number 4: maximum force 0.0742 hartree/bohr, E_tot -304.92561 hartree. Number 5: maximum force 0.1285 hartree/bohr, E_tot -1007.27400 hartree. Number 6: maximum force 0.0593 hartree/bohr, E_tot -534.49876 hartree. Number 7: maximum force 0.0240 hartree/bohr, E_tot -2061.77606 hartree. Number 8: maximum force 0.0638 hartree/bohr, E_tot -8073.04899 hartree.